1.
Formula: C8H18O2
Source: OMol25
Level of theory: ωB97M-V/def2-TZVPD

E, eV: -12677.978
HOMO energy, hartree: -0.2549
Relative energy (zero: lowest compared OMol25 entry of this formula, charge and spin), kcal per mole: 131.9
LUMO energy, eV: 0.5533
HOMO-LUMO gap, eV: 7.491
Charge: 0

Geometry as XYZ:
```
28
C8H18O2 ωB97M-V/def2-TZVPD
C 1.26 0.14 -1.67
C 0.50 1.33 -1.45
C 0.59 -1.00 -2.40
C 1.90 -0.73 -0.03
H 2.27 0.34 -2.03
H 1.07 2.25 -1.33
H -0.17 1.14 -0.25
H -0.36 1.49 -2.10
H 0.38 -0.74 -3.43
H -0.36 -1.25 -1.93
H 1.21 -1.90 -2.39
H 2.75 -1.13 -0.57
H 1.33 -1.60 0.29
H 2.24 -0.11 0.79
C 0.05 -0.96 2.47
C -2.31 1.18 0.40
C -0.62 -0.47 1.24
C -0.91 0.86 0.93
O -1.23 -1.40 0.47
O -0.50 1.74 1.96
H -0.27 2.58 1.56
H -1.49 -2.31 0.34
H 0.64 -1.87 2.27
H 0.69 -0.18 2.88
H -2.55 0.54 -0.44
H -3.08 1.05 1.17
H -2.32 2.22 0.05
H -0.71 -1.21 3.21
```


2.
Formula: C8H18OSi
Source: OMol25
Level of theory: ωB97M-V/def2-TZVPD

E, eV: -18512.556
HOMO energy, hartree: -0.2923
Relative energy (zero: lowest compared OMol25 entry of this formula, charge and spin), kcal per mole: 14.3
LUMO energy, eV: 0.3216
HOMO-LUMO gap, eV: 8.276
Charge: 0

Geometry as XYZ:
```
28
C8H18OSi ωB97M-V/def2-TZVPD
C 0.06 -2.05 1.48
C 0.23 -1.34 2.58
C 1.13 -2.83 0.79
C -0.85 -0.61 3.31
C -1.12 1.55 -0.17
C 1.19 1.51 -1.09
C -0.74 2.04 -2.58
C -0.28 1.19 -1.39
O 0.56 -1.06 -2.91
Si -0.56 -0.70 -1.79
H -0.92 -2.13 1.03
H 1.21 -1.26 3.03
H 0.88 -3.89 0.81
H 2.09 -2.68 1.27
H 1.20 -2.54 -0.26
H -0.63 0.46 3.35
H -0.93 -0.97 4.33
H -1.81 -0.75 2.82
H -2.18 1.36 -0.36
H -0.82 0.96 0.69
H -1.01 2.61 0.08
H 1.85 1.23 -1.92
H 1.53 0.98 -0.20
H 1.31 2.58 -0.93
H -0.66 3.10 -2.33
H -0.13 1.86 -3.46
H -1.78 1.83 -2.83
H 1.16 -0.46 -3.35
```


3.
Formula: C8H19AuClI2O2P
Source: OMol25
Level of theory: ωB97M-V/def2-TZVPD

E, eV: -54382.600
Multiplicity: 3
HOMO energy (spin up / spin down), hartree: -0.5540 / -0.5722
LUMO energy (spin up / spin down), eV: -10.4956 / -10.4794
HOMO-LUMO gap (spin up / spin down), eV: 4.579 / 5.091
<S²>: 2.009
Charge: +2

Geometry as XYZ:
```
34
C8H19AuClI2O2P ωB97M-V/def2-TZVPD
I -1.34 2.13 1.95
I 0.70 -2.31 2.43
Au 0.57 -0.01 -1.04
P 2.26 0.77 -2.40
C 3.68 1.46 -1.43
C 2.72 -0.79 -3.25
H 0.60 1.57 -3.90
H 2.15 2.47 -4.25
H 1.13 2.87 -2.78
C 1.48 2.06 -3.46
H 1.77 -1.16 -3.68
H 3.49 -0.69 -4.04
H 4.55 1.78 -2.07
H 4.00 0.67 -0.73
H 3.03 -1.50 -2.46
H 3.29 2.34 -0.87
C 0.77 0.49 0.84
O 1.07 0.70 1.96
Cl -0.65 -0.63 -2.89
C -1.59 -0.07 4.09
C -1.72 -1.03 2.99
O -1.65 -0.45 1.74
C -2.91 -0.40 1.05
C -3.24 -1.71 0.36
H -0.73 0.58 3.88
H -1.38 -0.60 5.02
H -2.49 0.54 4.14
H -0.66 -1.55 2.88
H -2.46 -1.83 3.13
H -3.70 -0.18 1.86
H -2.71 0.46 0.38
H -3.28 -2.48 1.14
H -4.21 -1.58 -0.14
H -2.53 -1.92 -0.45
```


4.
Formula: C8H19BBrCl4F4KMgNNa2O11SSi
Source: OMol25
Level of theory: ωB97M-V/def2-TZVPD

E, eV: -213591.471
HOMO energy, hartree: -0.3123
LUMO energy, eV: -7.1598
HOMO-LUMO gap, eV: 1.338
Charge: +1

Geometry as XYZ:
```
55
C8H19BBrCl4F4KMgNNa2O11SSi ωB97M-V/def2-TZVPD
C 0.81 -1.40 -1.35
Si 0.55 0.46 -0.75
C 2.17 0.96 0.17
C 0.42 1.51 -2.36
O -0.89 0.44 0.25
C -1.39 1.80 0.54
C -2.69 2.25 -0.39
O -3.93 1.51 -0.08
S -4.00 -0.01 -0.83
O -3.65 -1.04 0.30
O -2.79 -0.24 -2.02
Br -3.30 0.37 -3.67
H 1.88 -1.56 -1.79
H 0.55 -2.07 -0.42
H -0.03 -1.58 -2.17
H 2.97 0.08 0.09
H 2.65 1.86 -0.45
H 1.97 1.30 1.29
H 1.46 2.09 -2.49
H -0.40 2.35 -2.34
H 0.31 0.77 -3.27
H -0.54 2.62 0.56
H -1.81 1.76 1.66
H -2.44 2.30 -1.55
H -2.90 3.38 -0.08
Na 0.90 4.10 -2.64
O 0.64 7.47 -3.23
H -0.03 8.07 -3.50
O -2.96 -3.50 2.23
H -3.63 -2.90 1.96
Na -1.80 -1.22 -5.30
C 0.17 -5.79 1.92
O 0.19 -5.06 2.94
O -0.38 -5.14 0.90
O 0.57 -6.96 1.72
H -0.53 -4.35 1.45
K -3.60 1.04 1.78
C 2.70 -3.35 -5.27
Cl 1.19 -2.47 -5.61
Cl 2.55 -5.04 -5.84
Cl 4.05 -2.56 -6.12
Cl 3.02 -3.35 -3.52
B 5.70 2.42 -0.24
F 4.95 2.50 1.00
F 5.79 1.04 -0.67
F 5.04 3.21 -1.26
F 7.04 2.95 -0.02
C -2.13 0.27 6.84
N -3.42 0.95 6.57
O -4.37 0.67 7.32
O -3.45 1.75 5.63
H -2.25 -0.40 7.69
H -1.86 -0.29 5.94
H -1.39 1.05 7.06
Mg 2.33 -5.04 1.44
```


5.
Formula: C8H19BClO7
Source: OMol25
Level of theory: ωB97M-V/def2-TZVPD

E, eV: -36137.341
HOMO energy, hartree: -0.1676
LUMO energy, eV: 2.7512
HOMO-LUMO gap, eV: 7.311
Charge: -1

Geometry as XYZ:
```
36
C8H19BClO7 ωB97M-V/def2-TZVPD
O 1.67 -0.14 -2.15
C 1.33 1.22 -2.50
C -0.16 1.58 -2.37
B -1.26 0.37 -2.49
Cl -2.07 0.41 -4.25
H 1.88 -0.59 -2.98
H 1.69 1.42 -3.51
H 1.91 1.85 -1.83
H -0.28 2.08 -1.41
H -0.35 2.32 -3.15
H -0.83 -0.73 -2.27
H -2.18 0.58 -1.70
C -1.69 5.12 3.25
O -0.86 4.57 2.24
C -0.53 3.29 2.44
O -0.87 2.63 3.39
O 0.24 2.89 1.43
C 0.66 1.53 1.50
H -1.88 6.15 2.96
H -2.64 4.58 3.30
H -1.20 5.10 4.22
H -0.20 0.86 1.49
H 1.26 1.36 2.40
H 1.26 1.34 0.62
C 1.69 -2.20 0.06
O 1.04 -3.26 -0.65
C 0.43 -4.15 0.11
O 0.38 -4.16 1.32
O -0.12 -5.08 -0.69
C -0.83 -6.09 0.01
H 2.13 -1.54 -0.68
H 0.96 -1.63 0.65
H 2.46 -2.60 0.72
H -1.66 -5.67 0.58
H -0.17 -6.65 0.67
H -1.23 -6.76 -0.75
```


6.
Formula: C8H19F3O4Si2
Source: OMol25
Level of theory: ωB97M-V/def2-TZVPD

E, eV: -40703.371
HOMO energy, hartree: -0.3607
LUMO energy, eV: 0.6365
HOMO-LUMO gap, eV: 10.452
Charge: 0

Geometry as XYZ:
```
36
C8H19F3O4Si2 ωB97M-V/def2-TZVPD
C -0.96 -1.35 0.62
O -1.60 -1.57 -0.62
C -0.97 -2.55 -1.42
C 0.28 -2.03 -2.14
C 1.21 -3.17 -2.60
Si 2.06 -4.08 -1.21
O 2.41 -3.03 0.02
Si 3.62 -1.93 0.13
H -1.05 -0.30 0.88
H -1.44 -1.95 1.41
H 0.10 -1.61 0.59
H -1.72 -2.85 -2.15
H -0.73 -3.44 -0.82
H -0.03 -1.44 -3.01
H 0.81 -1.35 -1.48
H 1.97 -2.78 -3.28
H 0.64 -3.90 -3.19
H 3.33 -4.67 -1.70
H 1.23 -5.16 -0.65
H 4.89 -2.52 -0.33
H 3.31 -0.75 -0.71
H 3.73 -1.51 1.54
C -3.24 3.03 0.61
C -1.77 3.08 0.27
O -1.12 4.20 0.93
C -0.76 3.99 2.19
O -0.90 3.00 2.84
C -0.06 5.26 2.75
F -0.74 6.37 2.45
F 1.17 5.36 2.21
F 0.06 5.17 4.07
H -3.73 3.97 0.35
H -3.71 2.23 0.05
H -3.39 2.84 1.67
H -1.61 3.27 -0.79
H -1.26 2.16 0.56
```